(1)
12 unconnected molecules or ions with the total composition C42H114N6O12 at a distorted geometry, computed with ωB97M-V/def2-TZVPD.

Positions of all 174 atoms, in Å:
C (19.95770, 16.14090, 16.78684)
C (20.83035, 15.11974, 16.03912)
C (22.21626, 15.67944, 15.60647)
O (23.08324, 14.58384, 15.22232)
C (24.35314, 15.12834, 14.89557)
N (21.02898, 13.96724, 16.88224)
H (20.56933, 16.73116, 17.46919)
H (19.12438, 15.71574, 17.34621)
H (19.54482, 16.88952, 16.11067)
H (20.30394, 14.82170, 15.13239)
H (22.69312, 16.24188, 16.40921)
H (22.04322, 16.40066, 14.80772)
H (24.28106, 15.53422, 13.88653)
H (25.12948, 14.36324, 14.90060)
H (24.75166, 15.89002, 15.56573)
H (21.50602, 14.33780, 17.69169)
H (21.79796, 13.49532, 16.42829)
C (15.84036, 18.05522, 19.71240)
C (15.00628, 19.32998, 19.86075)
C (14.26938, 19.79154, 18.57237)
O (13.44204, 20.97384, 18.68977)
C (12.84768, 21.39330, 17.47725)
N (14.01192, 19.06404, 20.88370)
H (16.41070, 17.83604, 20.61505)
H (16.52978, 18.09930, 18.86927)
H (15.24674, 17.18566, 19.43031)
H (15.67120, 20.12198, 20.20525)
H (13.66428, 18.98848, 18.15161)
H (14.96052, 19.95878, 17.74625)
H (13.57264, 21.59516, 16.68872)
H (12.28886, 22.30838, 17.67330)
H (12.19300, 20.61823, 17.07880)
H (13.38642, 19.83138, 20.68361)
H (13.42020, 18.26166, 20.72197)
C (18.96530, 20.25771, 21.41710)
C (19.35308, 19.49542, 20.14400)
C (18.89082, 20.20490, 18.82962)
O (19.27686, 19.29436, 17.77416)
C (18.55772, 19.54882, 16.54805)
N (20.80438, 19.48312, 20.02710)
H (19.23987, 19.70072, 22.31291)
H (17.89324, 20.45259, 21.44558)
H (19.38564, 21.26272, 21.45381)
H (18.92532, 18.49768, 20.24228)
H (19.42109, 21.14440, 18.67393)
H (17.80994, 20.34540, 18.83853)
H (18.91110, 18.88891, 15.75576)
H (18.62715, 20.58298, 16.21073)
H (17.51186, 19.31412, 16.74601)
H (21.21004, 20.39744, 20.16698)
H (21.06138, 19.25628, 19.07705)
C (9.83100, 11.74860, 9.27440)
C (10.20060, 13.19034, 9.46938)
C (10.62788, 13.47582, 10.98242)
O (9.50240, 13.31366, 11.82345)
C (9.76482, 13.54236, 13.23425)
N (11.21076, 13.56434, 8.53049)
H (10.58390, 11.12440, 9.75568)
H (9.77380, 11.44552, 8.22895)
H (8.92245, 11.52746, 9.83451)
H (9.27778, 13.72892, 9.25389)
H (11.01592, 14.48626, 11.11104)
H (11.45162, 12.83588, 11.29862)
H (9.97549, 14.57972, 13.49420)
H (10.71742, 13.10040, 13.52639)
H (8.90194, 13.16870, 13.78554)
H (10.81928, 13.79036, 7.62729)
H (11.68436, 12.71162, 8.26844)
C (14.86836, 14.92126, 11.62128)
C (15.41406, 14.70212, 13.04651)
C (16.96420, 14.60024, 13.31021)
O (17.41778, 13.43370, 12.62139)
C (18.85082, 13.35264, 12.51472)
N (14.84078, 15.76768, 13.73713)
H (15.24860, 14.20322, 10.89469)
H (15.02366, 15.88860, 11.14351)
H (13.79510, 14.74340, 11.68879)
H (15.03222, 13.72608, 13.34594)
H (17.14530, 14.48256, 14.37860)
H (17.36896, 15.52550, 12.90009)
H (19.21207, 14.30580, 12.12864)
H (19.05822, 12.53568, 11.82359)
H (19.38022, 13.04504, 13.41650)
H (15.35798, 16.62394, 13.59774)
H (15.10460, 15.68054, 14.70816)
C (13.30840, 13.32464, 16.20981)
C (12.97514, 14.76862, 16.37305)
C (14.06114, 15.58326, 17.00994)
O (15.31588, 15.43956, 16.36102)
C (16.29816, 16.40434, 16.79168)
N (12.38882, 15.18640, 15.12767)
H (13.81632, 13.02450, 17.12634)
H (14.00750, 13.12510, 15.39769)
H (12.40950, 12.72510, 16.06612)
H (12.19588, 14.79606, 17.13469)
H (14.18946, 15.39654, 18.07613)
H (13.63188, 16.57950, 16.90339)
H (16.68350, 15.88346, 17.66820)
H (15.88970, 17.38972, 17.01596)
H (17.15430, 16.47584, 16.12086)
H (13.13702, 15.42000, 14.49071)
H (12.10958, 14.32030, 14.68949)
C (15.30538, 9.81790, 18.54988)
C (13.89746, 9.19845, 18.42867)
C (13.06752, 9.75670, 17.23812)
O (13.93936, 7.77154, 18.19714)
H (15.81038, 9.20838, 19.29924)
H (15.25576, 10.86596, 18.84522)
H (15.93998, 9.77573, 17.66467)
H (13.31566, 9.23772, 19.34958)
H (13.57850, 9.75942, 16.27532)
H (12.87848, 10.79204, 17.52172)
H (12.14994, 9.16834, 17.23834)
H (14.49490, 7.43612, 18.90458)
C (15.29860, 10.43104, 13.75611)
C (13.78154, 10.51706, 13.38957)
C (13.60112, 10.42366, 11.84784)
O (13.13308, 9.37360, 13.95059)
H (15.40176, 10.44978, 14.84106)
H (15.78218, 11.33526, 13.38648)
H (15.73602, 9.55006, 13.28637)
H (13.35820, 11.43976, 13.78647)
H (14.20550, 11.13992, 11.29124)
H (12.56550, 10.62780, 11.57592)
H (13.79760, 9.41868, 11.47434)
H (12.24264, 9.72385, 14.02823)
C (10.27140, 15.77516, 19.06887)
C (11.23760, 16.95648, 19.14894)
C (10.54572, 18.30736, 19.20619)
O (11.99606, 16.79158, 20.34215)
H (10.77738, 14.82290, 19.22799)
H (9.74128, 15.59742, 18.13319)
H (9.46778, 15.92424, 19.79002)
H (11.95914, 17.00644, 18.33349)
H (9.98028, 18.46350, 18.28749)
H (11.20302, 19.15332, 19.40715)
H (9.75648, 18.36820, 19.95553)
H (11.42490, 16.91896, 21.10317)
C (10.77342, 17.23274, 12.97373)
C (10.49152, 17.98068, 14.31230)
C (9.23132, 18.75138, 14.19167)
O (10.28286, 17.03244, 15.31066)
H (11.03326, 17.95940, 12.20396)
H (9.90334, 16.65188, 12.66770)
H (11.61728, 16.55092, 13.07925)
H (11.34860, 18.62318, 14.51408)
H (8.37650, 18.12636, 13.93342)
H (9.33430, 19.51026, 13.41605)
H (9.17154, 19.33950, 15.10745)
H (11.10754, 16.56854, 15.47290)
C (13.71826, 13.31198, 20.39427)
C (13.72612, 13.85944, 21.81206)
C (14.82304, 14.89870, 21.93533)
O (12.53240, 14.48668, 22.09243)
H (12.88722, 12.63068, 20.21175)
H (14.61676, 12.80298, 20.04541)
H (13.56810, 14.10156, 19.65797)
H (13.89976, 13.04752, 22.51828)
H (14.87674, 15.43654, 22.88187)
H (14.74044, 15.64696, 21.14704)
H (15.80998, 14.46846, 21.76514)
H (12.46716, 15.12476, 21.37817)
C (14.20966, 18.81752, 12.51766)
C (15.30694, 19.28638, 13.46537)
C (14.87508, 19.35718, 14.93172)
O (16.25890, 18.21944, 13.53123)
H (13.52252, 19.64750, 12.35310)
H (13.70994, 17.87536, 12.74292)
H (14.64708, 18.65172, 11.53314)
H (15.71520, 20.24782, 13.15385)
H (14.04820, 20.05296, 15.07396)
H (15.65082, 19.71951, 15.60629)
H (14.52658, 18.38170, 15.27097)
H (17.06740, 18.56945, 13.14987)

Calculated values
multiplicity	1
SMILES string	COC[C@H](C)N.COC[C@H](C)N.COC[C@H](C)N.COC[C@H](C)N.COC[C@H](C)N.COC[C@H](C)N.CC(C)O.CC(C)O.CC(C)O.CC(C)O.CC(C)O.CC(C)O

---

(2)
13 unconnected molecules or ions with the total composition C42H118N8O13 at a distorted geometry, computed with ωB97M-V/def2-TZVPD.

Positions of all 181 atoms, in Å:
C (-2.36884, -0.14464, -5.79137)
C (-0.89133, 0.24901, -5.91858)
C (-0.25083, 0.41620, -4.47529)
O (1.09348, 0.73140, -4.81552)
C (1.84322, 1.21604, -3.75615)
N (-0.20313, -0.80670, -6.66918)
H (-2.79819, 0.42556, -4.94808)
H (-2.38495, -1.14789, -5.46666)
H (-2.92304, 0.13818, -6.71054)
H (-0.82140, 1.22793, -6.47162)
H (-0.34398, -0.57650, -3.94867)
H (-0.73126, 1.21996, -3.94728)
H (1.69881, 2.29593, -3.50792)
H (2.91711, 1.10044, -3.99287)
H (1.65629, 0.61628, -2.82198)
H (-0.67294, -0.87541, -7.55389)
H (0.72252, -0.41410, -6.76579)
C (-0.17061, -2.37350, 4.30661)
C (-1.01012, -3.65152, 4.05136)
C (-2.37883, -3.47168, 4.62663)
O (-2.27076, -3.28327, 6.06177)
C (-2.32047, -4.44602, 6.86181)
N (-1.06374, -3.95384, 2.63467)
H (-0.60244, -1.47122, 3.83871)
H (0.86230, -2.52461, 3.92888)
H (-0.12030, -2.20268, 5.42489)
H (-0.52033, -4.50034, 4.44543)
H (-3.17035, -4.22340, 4.39668)
H (-2.77819, -2.49708, 4.34647)
H (-2.46291, -4.18202, 7.89619)
H (-1.30671, -5.00337, 6.90618)
H (-3.09177, -5.14847, 6.63512)
H (-1.55858, -3.29794, 2.07723)
H (-1.46408, -4.85905, 2.51937)
C (-3.33511, 3.79458, 2.24525)
C (-3.21145, 4.35707, 3.65166)
C (-3.43128, 3.20882, 4.66765)
O (-4.70127, 2.69202, 4.69370)
C (-5.73572, 3.47694, 5.18311)
N (-1.91494, 5.05883, 3.89357)
H (-3.36139, 4.51787, 1.40166)
H (-4.27327, 3.26454, 2.22073)
H (-2.55503, 3.03288, 2.01691)
H (-3.91804, 5.11523, 3.88541)
H (-3.13315, 3.62586, 5.63337)
H (-2.71589, 2.41762, 4.51945)
H (-6.59924, 2.87615, 5.30470)
H (-5.96983, 4.30651, 4.50849)
H (-5.42288, 3.98719, 6.12364)
H (-1.92702, 5.72813, 4.58902)
H (-1.65730, 5.57331, 3.00945)
C (3.18065, -4.24248, 2.56242)
C (2.77533, -3.11666, 1.61307)
C (3.82733, -2.78406, 0.63903)
O (5.12516, -2.44956, 1.01502)
C (5.04836, -1.38875, 2.00075)
N (1.53688, -3.34325, 0.86125)
H (3.21379, -5.21617, 2.02561)
H (2.48853, -4.33728, 3.37785)
H (4.15093, -4.05913, 3.02301)
H (2.61598, -2.21677, 2.21812)
H (3.47653, -2.05312, -0.09083)
H (3.91457, -3.72102, 0.01123)
H (4.65700, -1.67338, 2.98778)
H (4.37452, -0.60173, 1.55748)
H (6.07893, -0.99596, 2.10741)
H (0.81969, -3.69568, 1.46710)
H (1.63513, -4.00884, 0.10882)
C (4.04733, -1.11065, -5.94621)
C (3.79807, -2.43374, -5.29250)
C (3.31464, -2.17271, -3.82824)
O (3.99461, -1.14903, -3.18516)
C (5.23346, -1.64963, -2.74819)
N (2.77544, -3.30035, -5.83584)
H (4.17474, -1.29547, -7.05901)
H (5.01143, -0.70992, -5.58949)
H (3.17540, -0.39754, -5.76257)
H (4.76892, -2.91677, -5.22392)
H (3.41468, -3.13466, -3.24285)
H (2.24370, -1.95813, -3.81392)
H (5.90282, -1.90932, -3.57356)
H (5.07482, -2.56153, -2.14012)
H (5.68247, -0.90129, -2.08726)
H (3.08338, -3.66029, -6.74132)
H (1.95423, -2.75811, -5.90452)
C (4.57463, 3.31531, -1.38646)
C (4.67234, 1.89817, -0.93190)
C (6.05329, 1.51547, -0.53748)
O (6.99900, 1.60383, -1.55059)
C (8.24465, 1.00834, -0.99739)
N (3.76663, 1.61744, 0.25615)
H (3.58317, 3.77191, -1.33548)
H (4.95023, 3.46951, -2.40361)
H (5.19543, 3.90263, -0.69900)
H (4.28925, 1.22237, -1.74071)
H (5.99062, 0.47022, -0.18670)
H (6.29970, 2.13507, 0.37816)
H (9.03475, 1.07187, -1.74059)
H (8.11759, -0.02586, -0.71962)
H (8.56563, 1.59279, -0.15064)
H (3.61584, 2.44345, 0.84961)
H (2.82506, 1.42094, -0.11621)
C (1.64108, 0.82971, 4.51547)
C (0.38690, 1.64337, 4.66151)
C (-0.12859, 1.62473, 6.13524)
O (-0.75509, 0.43770, 6.49565)
C (-2.09797, 0.25338, 6.09288)
N (0.68558, 2.99299, 4.19767)
H (2.47899, 1.30340, 5.07295)
H (1.90605, 0.74947, 3.47257)
H (1.62425, -0.14819, 5.09049)
H (-0.37881, 1.29145, 3.95489)
H (-0.66846, 2.55910, 6.32171)
H (0.77631, 1.62896, 6.80393)
H (-2.76222, 1.07319, 6.46360)
H (-2.52217, -0.68280, 6.47488)
H (-2.19487, 0.20447, 4.98340)
H (1.40129, 3.43207, 4.80752)
H (-0.13566, 3.60869, 4.08982)
C (-3.02904, -1.44101, -2.41027)
C (-4.49014, -1.88170, -2.56263)
C (-5.15798, -1.16495, -3.67250)
O (-5.04615, 0.25748, -3.56315)
C (-5.90226, 0.91718, -4.46470)
N (-4.58933, -3.28301, -2.80734)
H (-2.54094, -1.64261, -3.39359)
H (-2.55075, -1.96130, -1.59090)
H (-2.91880, -0.34578, -2.20863)
H (-4.98263, -1.67593, -1.61350)
H (-6.15796, -1.50154, -3.82840)
H (-4.66864, -1.49413, -4.59193)
H (-6.03830, 1.90133, -4.05057)
H (-6.88822, 0.45731, -4.56409)
H (-5.47220, 0.98426, -5.47959)
H (-3.80744, -3.69062, -3.30275)
H (-4.75231, -3.74371, -1.95083)
C (-4.43939, 0.05954, 2.75817)
C (-3.26615, -0.54082, 2.03463)
O (-2.04590, 0.13833, 2.36706)
H (-4.51542, 1.10725, 2.64503)
H (-4.27415, -0.05652, 3.83889)
H (-5.37633, -0.44144, 2.49872)
H (-3.33144, -0.49627, 0.93439)
H (-3.04127, -1.62383, 2.36314)
H (-1.41103, -0.22866, 1.72338)
C (0.16420, -3.75460, -3.15381)
C (-0.41381, -4.05279, -4.57871)
O (-1.86723, -3.83083, -4.52704)
H (1.22289, -4.03637, -3.04841)
H (-0.41882, -4.30958, -2.44059)
H (0.00860, -2.67186, -2.96137)
H (-0.19464, -5.11062, -4.82072)
H (-0.02125, -3.41549, -5.38994)
H (-2.20981, -4.05506, -5.41235)
C (-2.16524, 4.13847, -1.91372)
C (-3.18636, 2.97057, -2.06429)
O (-3.14640, 2.50061, -3.38233)
H (-2.31619, 4.54923, -0.90140)
H (-2.40258, 4.82622, -2.80362)
H (-1.09280, 3.87776, -2.02974)
H (-4.17171, 3.37651, -1.82286)
H (-2.95487, 2.14118, -1.37388)
H (-3.66209, 1.69618, -3.47317)
C (1.11661, 5.06567, -0.14393)
C (0.61418, 4.46352, 1.15458)
O (1.13556, 3.11368, 1.28640)
H (1.03460, 4.36888, -0.94790)
H (2.15147, 5.32070, 0.03002)
H (0.56107, 6.02875, -0.38100)
H (-0.51015, 4.34714, 1.19264)
H (0.93590, 5.05446, 1.99848)
H (1.13022, 2.95073, 2.25348)
C (-0.10082, 1.15920, -0.75965)
C (0.66734, 0.07374, 0.00239)
O (-0.15899, -0.93512, 0.50208)
H (0.62700, 1.67241, -1.38298)
H (-0.62635, 1.82834, -0.07397)
H (-0.81340, 0.66597, -1.47829)
H (1.23478, 0.58398, 0.77856)
H (1.31942, -0.35600, -0.73022)
H (0.34910, -1.78177, 0.61273)

Calculated values
multiplicity	1

---

For each record above, in turn, the calculated energy above the lowest of the compared OMol25 structures with the same formula, charge and spin values are 70.6 22.6 kcal/mol.